Formula: C17H16FeI2N2O2
Source: the OMol25 dataset
Level of theory: the ωB97M-V functional and the def2-TZVPD basis

Calculated values
- ΔE to the lowest compared entry with this formula, charge and spin (kcal per mole) = 0.0
- multiplicity = 1
- gap between HOMO and LUMO (spin up / spin down) (eV) = 6.80 / 6.82

```
40
C17H16FeI2N2O2, DFT the ωB97M-V functional and the def2-TZVPD basis
I -0.66 0.81 2.56
I 0.06 -2.32 1.39
Fe 0.01 0.00 -0.03
O -0.27 1.81 -0.64
O -1.86 -0.39 -0.36
N 0.62 -0.74 -1.69
N 1.93 0.44 0.15
C -2.22 -1.05 -3.94
C -1.57 -0.82 -2.71
C 0.10 5.11 0.74
C 2.73 -0.57 -0.51
C 1.39 5.07 1.29
C 1.58 2.77 0.57
C 0.27 2.80 -0.02
C -2.35 -0.64 -1.52
C -0.15 -0.83 -2.72
C -4.35 -0.97 -2.88
C 2.41 1.61 0.35
C -0.60 -1.24 3.08
C 2.11 3.91 1.18
C -3.58 -1.12 -4.05
C -3.76 -0.74 -1.66
C 2.07 -0.76 -1.88
C -0.44 4.03 0.10
H -1.43 4.06 -0.34
H -1.60 -1.59 3.35
H 3.49 1.76 0.28
H -1.60 -1.17 -4.83
H 2.40 -1.71 -2.33
H 0.10 -1.39 3.89
H 1.80 5.94 1.79
H -5.43 -1.02 -2.94
H -0.48 6.02 0.81
H -4.06 -1.30 -5.00
H 2.67 -1.50 0.06
H 3.78 -0.28 -0.61
H 3.12 3.86 1.58
H -4.35 -0.61 -0.77
H 2.37 0.05 -2.55
H 0.32 -0.97 -3.70
```

Löwdin population analysis, charges in e, atoms 1 to 4:
1. I 1.0914
2. I 1.0616
3. Fe 0.0413
4. O -0.1365


Formula: C17H16FeNO4
Source: the OMol25 dataset
Level of theory: the ωB97M-V functional and the def2-TZVPD basis

Calculated values
- charge = +1
- multiplicity = 5
- gap between HOMO and LUMO (spin up / spin down) (eV) = 5.52 / 4.28

```
39
C17H16FeNO4, DFT the ωB97M-V functional and the def2-TZVPD basis
Fe 3.59 -2.96 -0.97
O -3.70 4.47 1.94
O 5.93 -4.24 -1.82
O 5.20 -0.54 -0.78
O 4.41 -2.99 1.82
N -1.98 -0.49 0.10
C 2.08 -2.23 -2.38
C -3.80 2.10 2.01
C -3.04 5.68 1.49
C -2.08 3.18 0.64
C -2.36 0.76 0.60
C 1.66 -3.38 -1.63
C -3.18 3.28 1.52
C 4.47 -1.43 -1.01
C 1.34 -3.26 -0.26
C 4.83 -3.88 -1.70
C 0.35 -0.91 0.04
C 0.47 -0.53 -1.31
C 1.40 -0.97 -2.24
C 4.04 -3.17 0.73
C -1.69 1.92 0.18
C -3.36 0.86 1.59
C 0.99 -2.09 0.48
H 1.17 -2.17 1.56
H -1.55 4.08 0.31
H -4.62 2.20 2.73
H 1.60 -4.35 -2.14
H -3.03 5.75 0.39
H 0.08 -0.19 0.83
H -0.82 1.85 -0.46
H 1.63 -0.22 -3.03
H -2.12 -0.62 -0.91
H -2.00 5.71 1.86
H -0.17 0.28 -1.64
H -3.62 6.49 1.91
H 2.56 -2.38 -3.38
H -3.78 -0.06 2.01
H -2.16 -1.31 0.66
H 1.28 -4.24 0.26
```

Löwdin population analysis, charges in e, atoms 1 to 4:
1. Fe 0.1793
2. O -0.0276
3. O 0.1149
4. O 0.1332


Formula: C17H16N2
Source: the OMol25 dataset
Level of theory: the ωB97M-V functional and the def2-TZVPD basis

Calculated values
- ΔE to the lowest compared entry with this formula, charge and spin (kcal per mole) = 47.8
- multiplicity = 1
- gap between HOMO and LUMO (eV) = 3.86

```
35
C17H16N2, DFT the ωB97M-V functional and the def2-TZVPD basis
N 0.66 0.82 -2.08
N 0.26 0.88 -4.31
C 1.66 0.13 -2.69
C 3.25 -1.66 1.02
C -0.87 0.39 0.84
C 1.39 0.15 -4.09
C -3.62 -0.36 1.01
C 4.37 -0.82 1.02
C -2.61 -1.33 1.00
C 1.95 -1.15 0.98
C -5.07 -0.75 1.03
C -0.18 1.29 -3.07
C 1.72 0.25 0.85
C 2.87 1.09 0.95
C -1.27 -0.99 0.94
C 4.16 0.57 1.01
C -3.25 0.99 1.02
C -1.92 1.36 0.96
C 0.45 0.89 0.73
H 1.11 -1.84 1.03
H 5.37 -1.25 1.04
H -4.05 1.73 1.04
H 2.53 -0.31 -2.22
H -5.61 -0.35 0.15
H -2.90 -2.38 1.02
H 2.69 2.17 0.96
H 3.36 -2.75 1.04
H -5.15 -1.84 1.03
H -1.65 2.41 0.99
H -0.53 -1.78 0.96
H -1.05 1.92 -2.91
H -5.58 -0.35 1.92
H 5.01 1.25 1.01
H 0.49 1.99 0.68
H 1.98 -0.33 -4.87
```

Löwdin population analysis, charges in e, atoms 1 to 4:
1. N -0.0120
2. N -0.0322
3. C -0.2332
4. C -0.0631


Formula: C17H16N2O6S
Source: the OMol25 dataset
Level of theory: the ωB97M-V functional and the def2-TZVPD basis

Calculated values
- ΔE to the lowest compared entry with this formula, charge and spin (kcal per mole) = 37.6
- multiplicity = 1
- gap between HOMO and LUMO (eV) = 8.07

```
42
C17H16N2O6S, DFT the ωB97M-V functional and the def2-TZVPD basis
S 1.05 -3.52 2.40
O -3.24 -1.91 -1.19
O -0.33 -0.98 2.18
O 1.48 -1.59 0.15
O 2.22 2.49 -0.91
O 1.17 3.93 -2.27
O -4.30 -0.27 -2.26
N -0.72 -1.51 -0.49
N 0.85 -0.84 2.62
C 1.33 0.39 2.90
C -2.05 0.10 -1.69
C 3.42 -0.52 3.60
C -0.01 -3.30 0.93
C -1.12 2.25 -2.29
C 0.09 1.89 -1.68
C -2.17 1.36 -2.29
C 2.60 0.58 3.39
C -0.83 -0.27 -1.09
C 3.33 3.38 -0.85
C 1.66 -1.92 2.77
C -3.22 -0.80 -1.68
C 0.23 0.64 -1.09
C -5.46 -1.08 -2.27
C 2.94 -1.77 3.27
C 0.35 -2.02 0.19
C 1.19 2.88 -1.67
H -5.76 -1.32 -1.25
H 4.08 2.89 -0.25
H 3.70 3.58 -1.86
H 1.17 0.37 -0.63
H 2.94 1.58 3.61
H 0.21 -4.17 0.30
H -1.60 -2.01 -0.45
H 3.55 -2.66 3.38
H -6.23 -0.50 -2.77
H 0.64 1.19 2.71
H -3.10 1.63 -2.75
H 4.42 -0.40 3.99
H 3.03 4.33 -0.40
H -1.05 -3.30 1.24
H -1.20 3.22 -2.75
H -5.27 -2.01 -2.82
```

Löwdin population analysis, charges in e, atoms 1 to 4:
1. S 1.0169
2. O 0.0949
3. O -0.0846
4. O 0.0549


Formula: C17H16N4O2S
Source: the OMol25 dataset
Level of theory: the ωB97M-V functional and the def2-TZVPD basis

Calculated values
- ΔE to the lowest compared entry with this formula, charge and spin (kcal per mole) = 3.3
- SMILES string = CCCC(=O)NC(=S)Nc1cccc(-c2nc3ncccc3o2)c1
- multiplicity = 1
- gap between HOMO and LUMO (eV) = 8.31

```
40
C17H16N4O2S, DFT the ωB97M-V functional and the def2-TZVPD basis
S -0.54 1.60 -1.07
O -1.95 -2.65 -1.72
O 2.85 2.36 1.83
N 1.25 2.86 0.29
N -1.45 -4.67 -0.90
N 1.25 0.58 0.68
N -3.07 -5.93 -2.18
C 0.70 1.61 0.02
C 1.75 -1.57 1.52
C -3.76 -3.38 -3.27
C 1.45 5.37 2.06
C 0.01 -1.39 -0.13
C 1.71 6.87 2.15
C -4.02 -5.77 -3.09
C 0.60 -3.55 0.79
C 0.98 -0.78 0.66
C -1.19 -3.40 -0.88
C -0.18 -2.77 -0.06
C -4.39 -4.55 -3.65
C -2.77 -3.53 -2.32
C -2.46 -4.82 -1.81
C 1.56 -2.94 1.58
C 2.25 3.19 1.16
C 2.53 4.67 1.23
H 2.51 -1.10 2.13
H 0.47 5.20 1.61
H 2.00 0.86 1.31
H 1.72 7.32 1.15
H 1.43 4.94 3.06
H 0.80 3.60 -0.23
H 2.17 -3.54 2.24
H -5.18 -4.52 -4.39
H 2.56 5.09 0.22
H -4.52 -6.68 -3.39
H 0.43 -4.61 0.82
H 3.50 4.81 1.70
H -0.61 -0.80 -0.79
H 2.68 7.06 2.61
H 0.94 7.36 2.74
H -4.02 -2.41 -3.68
```

Löwdin population analysis, charges in e, atoms 1 to 4:
1. S 0.7047
2. O 0.1349
3. O 0.0730
4. N 0.0749


Formula: C17H17AuN2O8
Source: the OMol25 dataset
Level of theory: the ωB97M-V functional and the def2-TZVPD basis

Calculated values
- ΔE to the lowest compared entry with this formula, charge and spin (kcal per mole) = 7.8
- multiplicity = 1
- gap between HOMO and LUMO (spin up / spin down) (eV) = 7.00 / 7.00

```
45
C17H17AuN2O8, DFT the ωB97M-V functional and the def2-TZVPD basis
Au 0.65 -1.01 0.35
O -5.16 -2.01 0.75
O -3.40 -0.06 0.56
O 0.50 4.47 -3.10
O 1.60 0.63 1.92
O 1.53 0.46 -0.85
O -4.97 -4.23 0.79
O -1.18 0.15 0.56
O 2.47 -3.15 0.35
N -2.27 -4.18 0.66
N -0.81 -2.57 0.55
C 3.65 -1.09 0.23
C 0.04 -4.98 0.59
C 0.48 4.45 -0.77
C -3.00 -3.02 0.66
C -0.96 -3.90 0.60
C 0.68 3.75 -1.98
C 1.01 2.42 0.48
C -4.48 -3.12 0.74
C -2.08 -2.02 0.58
C 1.08 1.75 1.78
C 0.71 3.83 -4.35
C 0.49 2.40 3.00
C 1.19 1.72 -0.74
C 2.44 -1.96 0.29
C 1.01 2.41 -1.97
C -2.26 -0.52 0.56
C 0.62 3.78 0.41
H -2.71 -5.09 0.71
H 1.13 1.84 -2.87
H 3.67 -0.61 -0.75
H 1.72 3.43 -4.42
H -0.16 -5.67 -0.23
H -0.02 -5.54 1.53
H 0.45 4.31 1.34
H 0.56 4.59 -5.11
H 0.21 5.49 -0.81
H 3.57 -0.30 0.97
H 0.88 3.40 3.18
H 0.70 1.77 3.86
H 1.04 -4.58 0.49
H -0.01 3.02 -4.50
H 4.52 -1.72 0.38
H -4.55 -1.21 0.74
H -0.59 2.48 2.86
```

Löwdin population analysis, charges in e, atoms 1 to 4:
1. Au 1.2810
2. O 0.1503
3. O 0.0594
4. O -0.0700


Formula: C17H17B2N2O17Pb3
Source: the OMol25 dataset
Level of theory: the ωB97M-V functional and the def2-TZVPD basis

Calculated values
- charge = +4
- multiplicity = 2
- gap between HOMO and LUMO (spin up / spin down) (eV) = 1.43 / 1.43

```
58
C17H17B2N2O17Pb3, DFT the ωB97M-V functional and the def2-TZVPD basis
Pb 4.64 -0.60 -1.16
Pb 2.44 -1.62 2.40
Pb 3.64 2.46 1.14
O -2.14 2.53 5.56
O 0.61 0.01 3.12
O -2.75 2.81 3.43
O -4.93 3.57 3.99
O 1.54 2.79 2.85
O -0.55 4.71 -6.29
O 2.46 0.34 0.23
O 5.47 3.50 -3.47
O 3.61 2.42 -1.51
O -1.22 0.98 3.95
O -3.86 3.20 6.76
O 1.26 4.44 -4.88
O 1.73 2.22 -5.57
O 2.08 2.82 -3.25
O -0.08 1.84 -6.85
O 3.63 3.69 -4.79
O -0.41 3.23 3.97
N 2.49 -2.64 -1.33
N 0.07 -2.61 1.28
C -2.57 -2.49 1.45
C 2.16 -3.72 -1.11
C -2.78 -0.12 0.80
C 0.39 -5.61 -1.44
C -1.12 -2.54 1.39
C 4.24 3.42 -3.64
C 3.22 2.90 -2.57
C 0.67 2.56 -6.18
C -3.84 3.22 4.29
C -3.31 3.11 5.69
C -0.91 -4.89 -0.95
C 0.45 2.48 3.34
C 1.11 0.39 -0.21
C 0.42 4.04 -5.82
C 1.74 -5.08 -0.81
C -0.03 1.01 3.49
C -3.04 -1.07 1.93
B -1.58 2.39 4.20
B 2.22 3.28 -4.61
H -2.64 -3.21 2.27
H 0.38 0.69 0.55
H 1.04 1.20 -0.94
H -0.84 -3.82 -1.18
H -2.57 -0.95 2.90
H -3.05 -2.99 0.61
H 0.18 -5.43 -2.50
H 1.65 -5.07 0.28
H 2.61 -5.58 -1.22
H -0.91 -5.06 0.12
H -2.82 0.93 1.08
H -3.50 -0.25 -0.01
H -1.87 -5.25 -1.34
H 0.31 -6.68 -1.25
H -1.81 -0.34 0.36
H -4.11 -1.09 2.18
H 0.75 -0.49 -0.73
```

Löwdin population analysis, charges in e, atoms 1 to 4:
1. Pb 1.6144
2. Pb 1.6129
3. Pb 1.7504
4. O 0.2341


Formula: C17H17ClN2O4PtS4
Source: the OMol25 dataset
Level of theory: the ωB97M-V functional and the def2-TZVPD basis

Calculated values
- ΔE to the lowest compared entry with this formula, charge and spin (kcal per mole) = 13.2
- multiplicity = 1
- gap between HOMO and LUMO (spin up / spin down) (eV) = 5.06 / 5.04

```
46
C17H17ClN2O4PtS4, DFT the ωB97M-V functional and the def2-TZVPD basis
Pt 0.06 -0.15 -0.85
Cl -1.47 1.23 -2.51
S 2.17 1.12 -0.53
S 0.51 -2.17 -1.74
S 3.97 -1.04 -1.74
S 5.11 -2.14 -4.25
O -0.23 0.75 -3.11
O -2.22 1.97 -3.43
O -1.08 2.03 -1.36
O -2.20 0.08 -2.01
N 3.57 0.09 -3.97
N 2.90 0.85 -3.09
C 1.22 0.98 2.50
C 2.95 0.41 -1.88
C -0.91 0.47 1.47
C 2.14 1.97 3.14
C -0.45 -0.86 1.21
C -2.35 0.85 1.25
C 1.96 1.27 -7.07
C 1.22 -2.72 1.66
C 4.25 0.74 -7.57
C 4.23 -1.00 -3.46
C 3.00 1.19 -7.98
C -0.04 1.37 2.07
C 1.62 -0.36 2.35
C 4.47 0.37 -6.25
C 3.41 0.44 -5.35
C 2.16 0.89 -5.75
C 0.81 -1.29 1.73
H 5.44 0.06 -5.93
H -1.19 -1.63 0.98
H 5.07 0.68 -8.27
H 2.85 1.49 -9.01
H -2.42 1.83 0.78
H 2.89 1.48 3.76
H -0.38 2.39 2.23
H 0.98 1.61 -7.38
H -2.84 0.90 2.22
H -2.87 0.12 0.62
H 2.58 -0.66 2.73
H 2.25 -2.86 1.99
H 0.56 -3.33 2.29
H 2.66 2.53 2.36
H 1.58 2.69 3.75
H 1.13 -3.10 0.64
H 1.35 0.94 -5.03
```

Löwdin population analysis, charges in e, atoms 1 to 4:
1. Pt 0.7272
2. Cl 0.6257
3. S 0.7156
4. S 0.2159


Formula: C17H17CoN2O3Se4Te
Source: the OMol25 dataset
Level of theory: the ωB97M-V functional and the def2-TZVPD basis

Calculated values
- ΔE to the lowest compared entry with this formula, charge and spin (kcal per mole) = 4.6
- multiplicity = 5
- gap between HOMO and LUMO (spin up / spin down) (eV) = 6.88 / 5.21

```
45
C17H17CoN2O3Se4Te, DFT the ωB97M-V functional and the def2-TZVPD basis
Te -1.73 -2.83 2.95
Se -0.99 2.38 0.82
Se -0.09 -1.62 4.56
Se 0.54 0.30 3.56
Se -1.13 -1.84 0.77
Co 0.26 0.12 1.13
O 2.17 0.13 0.90
O 0.33 0.21 -0.97
O 6.69 0.25 -0.46
N -3.10 0.93 2.01
N -3.16 0.79 -0.18
C 1.24 0.21 -1.81
C 0.79 0.23 -3.26
C 3.01 0.19 -0.06
C -2.78 0.87 -1.55
C 7.15 0.24 0.88
C -4.17 0.12 1.71
C -5.15 -0.74 -0.34
C -4.20 0.03 0.31
C 4.99 0.24 -2.05
C -5.10 -0.54 2.50
C -6.05 -1.30 1.84
C -2.48 1.30 0.87
C 4.38 0.21 0.27
C 2.63 0.21 -1.46
C 3.68 0.23 -2.41
C -6.08 -1.40 0.45
C 5.36 0.24 -0.69
H -1.88 1.48 -1.62
H -2.77 1.18 2.93
H -6.83 -2.01 -0.01
H 5.77 0.25 -2.79
H 0.19 1.12 -3.41
H 3.45 0.24 -3.46
H 4.60 0.22 1.33
H -2.55 -0.13 -1.93
H 1.61 0.22 -3.97
H -5.08 -0.47 3.57
H 8.23 0.24 0.82
H -6.80 -1.82 2.42
H 6.81 1.13 1.42
H -5.17 -0.83 -1.41
H -3.57 1.32 -2.15
H 0.16 -0.64 -3.42
H 6.81 -0.66 1.41
```

Löwdin population analysis, charges in e, atoms 1 to 4:
1. Te 0.3388
2. Se 0.7300
3. Se -0.0874
4. Se 0.1571


Formula: C17H17F2N3O2S
Source: the OMol25 dataset
Level of theory: the ωB97M-V functional and the def2-TZVPD basis

Calculated values
- ΔE to the lowest compared entry with this formula, charge and spin (kcal per mole) = 68.2
- SMILES string = O=C(CSc1nccn(-c2ccc(F)c(F)c2)c1=O)NC1CCCC1
- multiplicity = 1
- gap between HOMO and LUMO (eV) = 7.75

```
42
C17H17F2N3O2S, DFT the ωB97M-V functional and the def2-TZVPD basis
S -3.56 -0.29 1.33
F 3.92 -0.83 -3.57
F 3.85 -1.96 -1.13
O -0.63 -1.80 1.06
O -2.13 1.88 3.51
N -0.67 0.85 2.08
N -0.95 -2.25 -1.21
N -3.74 -1.62 -0.82
C -2.67 -0.28 2.92
C 0.43 1.77 2.11
C 1.19 3.24 0.39
C -3.32 -2.44 -1.95
C 2.40 2.39 0.75
C 2.67 -1.70 -1.73
C 0.17 3.19 1.55
C 1.65 1.20 1.39
C 0.30 -1.17 -3.07
C 1.43 -2.05 -1.11
C 2.70 -1.12 -3.03
C 1.50 -0.92 -3.69
C -1.38 -1.88 0.02
C 0.24 -1.86 -1.80
C -1.70 0.87 2.97
C -2.81 -1.37 0.08
C -2.03 -2.72 -2.15
H 1.62 -2.46 -0.12
H 3.09 2.18 -0.10
H 1.35 0.52 0.64
H 0.64 1.95 3.15
H 3.04 2.78 1.55
H 1.53 4.27 0.28
H -3.23 -0.32 3.88
H 0.57 3.98 2.24
H -3.99 -2.97 -2.59
H -0.89 3.49 1.25
H 1.40 -0.45 -4.72
H -2.00 -1.22 2.86
H -0.45 -0.05 1.61
H -0.66 -1.04 -3.50
H 0.59 2.92 -0.45
H 2.34 0.72 2.08
H -1.79 -3.40 -2.95
```

Löwdin population analysis, charges in e, atoms 1 to 4:
1. S 1.0003
2. F 0.0700
3. F 0.0839
4. O -0.0001


Formula: C17H17F3NO6PS2V
Source: the OMol25 dataset
Level of theory: the ωB97M-V functional and the def2-TZVPD basis

Calculated values
- charge = +3
- ΔE to the lowest compared entry with this formula, charge and spin (kcal per mole) = 8.7
- multiplicity = 1
- gap between HOMO and LUMO (spin up / spin down) (eV) = 5.57 / 5.50

```
48
C17H17F3NO6PS2V, DFT the ωB97M-V functional and the def2-TZVPD basis
V 0.56 -0.11 -0.01
S 2.51 -1.79 -0.24
S -1.31 0.93 3.70
P -0.30 -0.19 -2.33
F 3.29 -0.86 2.08
F 4.82 -0.89 0.56
F 4.17 -2.74 1.49
O 2.27 -0.35 -0.80
O 1.14 -1.89 0.45
O -1.21 0.97 -2.75
O -0.98 -1.55 -2.09
O 2.88 -2.78 -1.16
O 0.77 -0.37 -3.41
N -0.79 0.13 1.32
C -1.24 -2.68 -3.06
C -3.83 -2.14 3.03
C -0.45 1.06 2.30
C 2.64 3.50 0.82
C 0.99 3.12 2.56
C -3.23 -1.11 3.73
C -3.44 -2.46 1.73
C -2.23 -0.41 3.08
C -1.83 -0.72 1.77
C 0.60 1.97 1.90
C 2.02 3.89 2.00
C 1.48 0.66 -4.21
C 3.84 -1.55 1.11
C 1.24 1.58 0.70
C -2.34 1.60 -2.06
C 2.29 2.32 0.17
C -2.44 -1.75 1.07
H -1.10 -3.58 -2.47
H 2.33 4.79 2.50
H -3.94 -3.27 1.21
H -4.63 -2.71 3.50
H 3.43 4.12 0.41
H 1.96 0.10 -5.00
H -2.28 2.66 -2.30
H -3.54 -0.85 4.74
H -2.26 -2.56 -3.40
H 2.84 2.00 -0.71
H -0.52 -2.60 -3.86
H 2.22 1.13 -3.56
H -2.25 1.44 -0.98
H -3.25 1.15 -2.45
H 0.75 1.36 -4.60
H 0.52 3.43 3.48
H -2.16 -2.00 0.06
```

Löwdin population analysis, charges in e, atoms 1 to 4:
1. V 1.0474
2. S 0.7819
3. S 1.3407
4. P 0.6174